Entry a
21
Properties=species:S:1:pos:R:3 method="wB97M-V/def2-TZVPD" spin_multiplicity=1 smiles=CCCCCOC charge=0
C -3.373 0.094 -0.702
C -2.294 -0.429 0.244
C -0.937 -0.553 -0.461
C 0.272 -0.289 0.438
C 1.522 -0.042 -0.387
O 2.575 0.349 0.458
C 3.697 0.774 -0.269
H -4.352 0.138 -0.215
H -3.461 -0.536 -1.594
H -3.119 1.107 -1.039
H -2.205 0.258 1.095
H -2.596 -1.397 0.661
H -0.849 -1.542 -0.931
H -0.914 0.173 -1.285
H 0.443 -1.116 1.138
H 0.090 0.607 1.045
H 1.802 -0.945 -0.958
H 1.318 0.755 -1.124
H 4.090 -0.025 -0.918
H 4.466 1.061 0.451
H 3.458 1.643 -0.904

=====

Entry b
21
Properties=species:S:1:pos:R:3 method="wB97M-V/def2-TZVPD" spin_multiplicity=1 charge=0
C -1.553 1.147 1.783
O -0.250 1.934 0.164
C -0.063 1.135 -0.850
C 0.415 -0.439 -0.417
C 0.371 -1.208 -1.733
C 1.826 -0.316 0.148
C -0.538 -0.923 0.566
H -2.007 0.414 2.460
H -2.284 1.661 1.168
H -0.856 1.806 2.291
H 0.813 1.396 -1.482
H -0.941 0.990 -1.521
H -0.656 -1.326 -2.093
H 0.818 -2.205 -1.636
H 0.937 -0.659 -2.496
H 1.836 0.386 0.989
H 2.509 0.066 -0.618
H 2.212 -1.284 0.491
H -0.976 0.186 1.080
H -0.173 -1.345 1.504
H -1.441 -1.415 0.200

=====

Last place for stability: entry b

=====

Entry a
21
Properties=species:S:1:pos:R:3 method="wB97M-V/def2-TZVPD" spin_multiplicity=1 smiles="C/C=C/CCC.O" charge=0
C -2.011 1.580 -1.006
C -1.406 0.205 -0.699
C -0.235 -0.125 -0.153
C 0.618 -1.300 -0.664
C 2.094 -1.011 -0.449
C 2.600 -0.683 0.965
H -3.090 1.480 -1.031
H -1.668 1.955 -1.972
H -1.599 2.310 -0.308
H -1.735 -0.408 -1.553
H 0.346 0.778 0.064
H 0.311 -2.106 0.011
H 0.437 -1.465 -1.720
H 2.711 -1.871 -0.753
H 2.470 -0.226 -1.107
H 2.179 0.317 1.164
H 3.661 -0.653 1.179
H 2.078 -1.175 1.795
O -2.992 0.865 1.923
H -2.605 0.967 2.811
H -2.164 0.566 1.503

=====

Entry b
21
Properties=species:S:1:pos:R:3 method="wB97M-V/def2-TZVPD" spin_multiplicity=1 smiles="C/C=C(/C)CC.O" charge=0
C 2.350 -3.151 0.103
C 1.484 -2.844 -1.059
C 1.070 -1.616 -1.540
C 0.394 -1.481 -2.858
C 1.275 -0.303 -0.813
C 0.000 0.000 0.000
H 2.426 -2.344 0.851
H 3.362 -3.380 -0.271
H 1.945 -4.050 0.596
H 1.226 -3.708 -1.686
H -0.650 -1.127 -2.837
H 0.420 -2.475 -3.336
H 0.991 -0.782 -3.468
H 1.544 0.593 -1.406
H 2.055 -0.441 -0.040
H -0.791 0.093 -0.763
H 0.100 0.966 0.523
H -0.306 -0.766 0.732
O 4.709 0.969 0.783
H 5.326 0.415 0.254
H 4.312 0.346 1.433

=====

Last place for stability: entry a

=====

Entry a
21
Properties=species:S:1:pos:R:3 method="wB97M-V/def2-TZVPD" spin_multiplicity=1 smiles="C=CCCC.CO" charge=0
C 1.608 -1.119 -0.944
C 0.399 -1.323 -0.405
C -0.782 -0.431 -0.680
C -1.766 -0.203 0.470
C -2.982 0.610 0.023
H 2.437 -1.809 -0.821
H 1.838 -0.218 -1.513
H 0.217 -2.264 0.115
H -1.322 -0.904 -1.511
H -0.432 0.544 -1.051
H -1.261 0.313 1.297
H -2.098 -1.173 0.865
H -3.695 0.755 0.841
H -3.511 0.107 -0.797
H -2.681 1.601 -0.340
C 2.510 1.237 0.709
O 2.400 -0.150 0.904
H 3.454 1.474 0.196
H 2.521 1.727 1.684
H 1.697 1.667 0.098
H 1.449 -0.441 0.860

=====

Entry b
21
Properties=species:S:1:pos:R:3 method="wB97M-V/def2-TZVPD" spin_multiplicity=1 charge=0
C -2.924 -0.481 1.020
C -2.116 0.487 -0.731
C -0.791 0.953 -0.543
C 0.416 0.099 -0.823
C 1.555 0.333 0.172
C 2.784 -0.514 -0.105
O 3.766 -0.177 0.858
H -3.870 -0.818 0.580
H -3.128 0.195 1.857
H -2.355 -1.351 1.365
H -2.296 -0.416 -1.311
H -2.932 1.206 -0.756
H -0.653 1.985 -0.243
H -1.665 0.298 0.438
H 0.797 0.276 -1.843
H 0.126 -0.963 -0.800
H 1.858 1.388 0.152
H 1.211 0.126 1.192
H 2.521 -1.584 -0.045
H 3.149 -0.324 -1.129
H 4.547 -0.719 0.696

=====

Entry c
21
Properties=species:S:1:pos:R:3 method="wB97M-V/def2-TZVPD" spin_multiplicity=1 smiles="C/C=C(/C)CC.O" charge=0
C -0.674 -0.272 -3.037
C 0.259 0.521 -2.216
C 0.370 0.535 -0.874
C 1.555 1.370 -0.245
C -0.466 -0.246 0.079
C 0.473 -1.260 0.691
H -1.122 -1.176 -2.589
H -0.053 -0.576 -3.896
H -1.486 0.379 -3.402
H 0.909 1.177 -2.810
H 2.043 2.026 -0.985
H 2.327 0.741 0.230
H 1.088 1.999 0.530
H -1.383 -0.683 -0.361
H -0.773 0.394 0.929
H 1.178 -0.754 1.372
H 1.050 -1.757 -0.107
H -0.075 -2.030 1.260
O -1.876 0.241 5.070
H -1.442 -0.088 5.889
H -1.903 -0.541 4.473

=====

Last place for stability: entry b

=====

Entry a
21
Properties=species:S:1:pos:R:3 method="wB97M-V/def2-TZVPD" spin_multiplicity=1 smiles="C=C(C)CCC.O" charge=0
C 0.949 0.708 -1.893
C 0.369 0.033 -0.889
C 0.198 -1.445 -0.832
C -0.027 0.846 0.343
C -1.079 -0.031 1.311
C -2.463 -0.105 0.602
H 1.264 0.278 -2.846
H 0.909 1.838 -1.742
H -0.854 -1.866 -0.824
H 0.703 -1.789 0.032
H 0.817 -1.923 -1.760
H 0.951 1.016 0.875
H -0.425 1.851 0.253
H -0.459 -0.829 1.473
H -1.240 0.452 2.283
H -3.010 0.765 0.835
H -2.229 -0.282 -0.465
H -3.169 -1.084 0.806
O 3.199 0.798 0.768
H 2.759 0.310 0.071
H 2.838 0.458 1.600

=====

Entry b
21
Properties=species:S:1:pos:R:3 method="wB97M-V/def2-TZVPD" spin_multiplicity=1 smiles=C[C@H]1C[C@@H](C)C1.O charge=0
C 1.652 -1.626 1.559
C 0.949 -1.109 0.321
C 0.667 0.396 0.126
C -0.606 -0.022 -0.669
C -1.911 0.762 -0.680
C -0.561 -1.336 0.134
H 2.698 -1.297 1.592
H 1.648 -2.722 1.564
H 1.156 -1.282 2.474
H 1.469 -1.469 -0.576
H 1.466 0.977 -0.355
H 0.402 0.874 1.080
H -0.306 -0.232 -1.704
H -2.102 1.266 0.276
H -2.746 0.070 -0.850
H -1.932 1.505 -1.483
H -1.081 -1.200 1.093
H -0.914 -2.256 -0.340
O 0.102 3.047 -1.586
H 0.619 2.415 -1.073
H -0.668 3.208 -1.029

=====

Entry c
21
Properties=species:S:1:pos:R:3 method="wB97M-V/def2-TZVPD" spin_multiplicity=1 smiles="C=C(CC)CC.O" charge=0
C -0.314 -2.211 -0.483
C 0.137 -1.101 0.080
C -0.685 -0.247 1.035
C 0.018 -0.146 2.396
C 1.440 -0.419 -0.286
C 2.510 -1.297 -0.914
H -1.309 -2.535 -0.211
H 0.329 -2.819 -1.103
H -1.697 -0.638 1.106
H -0.786 0.744 0.588
H 0.592 0.783 2.478
H 0.794 -0.892 2.568
H -0.697 -0.156 3.216
H 1.889 0.069 0.582
H 1.172 0.433 -0.917
H 3.032 -2.016 -0.285
H 3.306 -0.854 -1.527
H 2.048 -1.895 -1.706
O -3.811 4.756 -2.125
H -3.402 5.521 -1.802
H -4.566 4.920 -2.690

=====

Last place for stability: entry a

=====

Entry a
21
Properties=species:S:1:pos:R:3 method="wB97M-V/def2-TZVPD" spin_multiplicity=1 smiles="C=CCCCOC.[H][H]" charge=0
C -3.362 0.171 -0.291
C -2.219 0.239 0.386
C -1.180 -0.817 0.399
C 0.255 -0.567 0.894
C 1.316 -0.005 -0.064
O 2.535 0.063 0.651
C 3.586 0.595 -0.118
H -3.585 -0.668 -0.953
H -4.131 0.914 -0.155
H -2.014 1.016 1.117
H -1.873 -1.115 1.252
H -1.255 -1.600 -0.367
H 0.650 -1.518 1.273
H 0.199 0.116 1.746
H 1.443 -0.646 -0.953
H 1.034 0.999 -0.420
H 3.793 -0.020 -1.009
H 4.483 0.615 0.509
H 3.366 1.621 -0.452
H -1.865 0.448 -1.721
H -1.173 0.161 -1.726

=====

Entry b
21
Properties=species:S:1:pos:R:3 method="wB97M-V/def2-TZVPD" spin_multiplicity=1 smiles="C=CCCOC.C" charge=0
C -2.101 -0.976 0.860
C -0.871 -1.404 0.588
C 0.372 -0.708 1.077
C 1.288 -0.121 0.000
O 2.423 0.409 0.649
C 3.337 0.992 -0.244
H -2.284 -0.054 1.414
H -2.994 -1.428 0.432
H -0.758 -2.274 -0.061
H 0.969 -1.418 1.659
H 0.087 0.104 1.757
H 1.592 -0.897 -0.723
H 0.773 0.674 -0.568
H 3.703 0.263 -0.985
H 4.186 1.356 0.341
H 2.891 1.841 -0.787
C -2.535 0.734 -1.077
H -3.587 0.652 -0.757
H -2.472 0.560 -2.145
H -2.158 1.714 -0.779
H -1.861 -0.022 -0.650

=====

Last place for stability: entry a

=====

Entry a
19
Properties=species:S:1:pos:R:3 method="wB97M-V/def2-TZVPD" spin_multiplicity=1 smiles=Oc1cccc2ccccc12 charge=0
O 1.739 2.085 -0.065
C 1.327 0.786 0.008
C 2.314 -0.183 -0.009
C 1.975 -1.542 0.006
C 0.668 -1.929 0.005
C -0.361 -0.931 0.036
C -1.732 -1.291 0.011
C -2.723 -0.370 -0.046
C -2.347 1.026 -0.002
C -1.044 1.414 0.002
C -0.031 0.435 0.093
H 1.029 2.668 0.306
H 3.340 0.108 -0.088
H 2.752 -2.277 -0.117
H 0.380 -2.992 0.029
H -2.022 -2.348 -0.084
H -3.770 -0.660 -0.076
H -3.101 1.859 -0.042
H -0.802 2.469 -0.032

=====

Entry b
19
Properties=species:S:1:pos:R:3 method="wB97M-V/def2-TZVPD" spin_multiplicity=1 smiles=Oc1ccc2ccccc2c1 charge=0
O -1.536 -2.171 -2.576
C -0.812 -1.551 -1.428
C 0.105 -2.162 -0.609
C 0.853 -1.589 0.146
C 0.539 -0.275 0.546
C 1.322 0.389 1.549
C 1.186 1.815 1.717
C 0.087 2.545 0.981
C -0.581 1.876 -0.034
C -0.364 0.591 -0.328
C -1.034 -0.121 -1.158
H -2.095 -2.585 -2.085
H 0.186 -3.456 -0.798
H 1.265 -2.192 0.901
H 2.057 -0.260 2.111
H 1.563 2.341 2.391
H 0.226 3.691 0.956
H -1.118 2.468 -0.484
H -1.848 0.645 -1.798

=====

Last place for stability: entry b

=====

Entry a
22
Properties=species:S:1:pos:R:3 method="wB97M-V/def2-TZVPD" spin_multiplicity=1 smiles="C=CC=C(C)C.O.O" charge=0
C -0.436 1.291 -2.403
C -0.823 0.799 -1.229
C -1.079 1.674 -0.071
C -1.343 1.248 1.179
C -1.484 -0.213 1.509
C -1.689 2.245 2.244
H -0.494 2.358 -2.617
H -0.267 0.787 -3.349
H -0.798 -0.260 -1.009
H -0.939 2.731 -0.229
H -2.312 -0.614 0.920
H -1.646 -0.462 2.551
H -0.676 -0.771 1.039
H -1.206 2.037 3.203
H -2.773 2.311 2.329
H -1.314 3.256 2.057
O 3.432 -3.763 -1.982
H 3.692 -4.669 -2.005
H 4.227 -3.315 -2.303
O 1.862 -1.677 0.816
H 2.539 -1.122 0.461
H 1.131 -1.059 0.835

=====

Entry b
22
Properties=species:S:1:pos:R:3 method="wB97M-V/def2-TZVPD" spin_multiplicity=1 smiles="C=CCCCCO.O" charge=0
C 2.403 0.549 -1.892
C 1.749 1.337 -1.018
C 0.262 1.334 -1.030
C -0.279 0.186 -0.148
C -0.301 0.550 1.355
C -0.831 -0.635 2.166
O -2.198 -0.329 2.506
H 1.880 0.021 -2.672
H 3.366 0.072 -1.841
H 2.325 1.611 -0.165
H -0.145 1.079 -2.051
H -0.141 2.333 -0.805
H 0.310 -0.724 -0.169
H -1.341 -0.057 -0.255
H -0.895 1.456 1.409
H 0.644 0.873 1.769
H -0.403 -0.758 3.188
H -0.933 -1.587 1.658
H -2.225 0.474 3.029
O -0.857 -2.893 -1.620
H -1.810 -2.922 -1.705
H -0.580 -1.971 -1.711

=====

Entry c
22
Properties=species:S:1:pos:R:3 method="wB97M-V/def2-TZVPD" spin_multiplicity=1 smiles="CC(C)CCC=O.O" charge=0
C 2.333 -0.307 -0.190
C 0.950 0.021 -0.761
C 0.579 1.450 -0.412
C -0.061 -1.027 -0.263
C -1.497 -0.940 -0.813
C -2.421 0.089 -0.274
O -2.195 0.902 0.581
H 2.490 -0.038 0.848
H 3.114 0.251 -0.755
H 2.624 -1.348 -0.397
H 0.978 -0.077 -1.825
H 0.298 1.563 0.646
H 1.345 2.181 -0.665
H -0.293 1.813 -0.938
H -0.159 -1.055 0.832
H 0.319 -2.006 -0.577
H -1.527 -0.828 -1.886
H -1.971 -1.910 -0.635
H -3.417 0.058 -0.750
O -0.717 0.341 3.055
H -0.997 0.349 2.131
H 0.227 0.519 3.046

=====

Entry d
22
Properties=species:S:1:pos:R:3 method="wB97M-V/def2-TZVPD" spin_multiplicity=1 smiles="C=C/C(C)=C/C.O.O" charge=0
C -2.265 -0.503 -1.272
C -1.564 0.621 -1.361
C -0.135 0.800 -1.063
C 0.499 2.056 -1.610
C 0.595 -0.084 -0.375
C 2.040 0.014 -0.049
H -1.765 -1.447 -1.051
H -3.308 -0.678 -1.506
H -2.085 1.538 -1.591
H 0.796 2.764 -0.849
H -0.100 2.565 -2.356
H 1.469 1.800 -2.041
H 0.050 -0.911 0.061
H 2.534 -0.939 0.095
H 2.339 0.608 0.805
H 2.564 0.455 -0.872
O 1.363 -1.748 2.915
H 1.382 -1.563 1.983
H 0.796 -2.517 3.054
O -1.592 -0.891 1.989
H -1.153 -1.286 2.755
H -2.458 -0.652 2.339

=====

Last place for stability: entry b

=====

Entry a
22
Properties=species:S:1:pos:R:3 method="wB97M-V/def2-TZVPD" spin_multiplicity=1 smiles="CC[C@H](C)CC=O.O" charge=0
C 0.137 -2.129 1.869
C -0.322 -1.321 0.678
C 0.672 -0.259 0.178
C 0.652 1.030 1.008
C 0.396 0.047 -1.296
C 1.298 0.982 -2.028
O 1.527 0.889 -3.209
H 1.152 -2.513 1.713
H 0.167 -1.506 2.749
H -0.472 -3.013 2.053
H -0.562 -1.942 -0.196
H -1.321 -0.885 0.837
H 1.649 -0.753 0.250
H 1.567 1.583 0.805
H -0.201 1.629 0.685
H 0.564 0.824 2.075
H 0.227 -0.841 -1.906
H -0.616 0.497 -1.347
H 1.748 1.821 -1.461
O -2.454 1.824 -0.960
H -3.359 1.507 -0.890
H -2.448 2.528 -1.609

=====

Entry b
22
Properties=species:S:1:pos:R:3 method="wB97M-V/def2-TZVPD" spin_multiplicity=1 smiles="CC(C)=O.CC(C)O" charge=0
C 1.992 4.219 3.481
C 1.848 2.969 2.644
C 1.397 1.726 3.376
O 2.082 2.964 1.447
H 2.330 5.063 2.857
H 2.730 4.058 4.285
H 1.025 4.485 3.940
H 2.119 1.465 4.167
H 0.410 1.892 3.841
H 1.317 0.876 2.677
C -2.153 -1.549 -2.211
C -1.065 -2.320 -2.943
C -1.526 -3.702 -3.359
O 0.080 -2.521 -2.104
H -2.468 -2.111 -1.315
H -3.031 -1.406 -2.863
H -1.786 -0.558 -1.893
H -0.761 -1.752 -3.846
H -2.389 -3.634 -4.043
H -0.712 -4.243 -3.872
H -1.826 -4.281 -2.470
H 0.383 -1.641 -1.795

=====

Last place for stability: entry a